110
Properties=species:S:1:pos:R:3 method="wB97M-V/def2-TZVPD" total_charge=0 homo_lumo_gap_ha=0.3088 homo_ev=-8.78 smiles=CCCCCCCCCCCCCc1c(I)c(CCCCOC)cc2nc(OC[C@@H](C)C(C)C)c(Cl)nc12.ClC(Cl)Cl.ClC(Cl)Cl.ClC(Cl)Cl.ClC(Cl)Cl
C 6.206 5.076 -1.356
C 6.588 4.183 -0.170
C 5.760 2.879 -0.156
C 6.606 1.600 0.037
C 6.055 0.425 -0.783
C 6.473 -0.943 -0.222
C 5.522 -2.037 -0.773
C 4.303 -2.251 0.150
C 4.244 -3.628 0.829
C 3.911 -3.568 2.323
C 2.738 -2.648 2.706
C 1.564 -2.625 1.713
C 0.191 -2.910 2.380
C -0.881 -1.949 1.947
C -1.396 -0.941 2.758
I -0.667 -0.656 4.722
C -2.406 -0.031 2.305
C -2.930 1.086 3.190
C -3.530 2.293 2.454
C -5.056 2.221 2.230
C -5.475 2.836 0.919
O -6.896 2.723 0.816
C -7.367 2.874 -0.503
C -2.900 -0.216 1.021
C -2.402 -1.229 0.174
N -2.936 -1.367 -1.081
C -2.433 -2.279 -1.838
O -2.915 -2.432 -3.085
C -3.657 -3.644 -3.295
C -5.168 -3.509 -3.125
C -5.552 -3.680 -1.656
C -5.788 -2.269 -3.798
C -5.197 -2.061 -5.205
C -5.682 -0.962 -2.993
C -1.345 -3.093 -1.378
Cl -0.639 -4.231 -2.490
N -0.841 -3.033 -0.200
C -1.381 -2.078 0.618
H 5.126 5.159 -1.400
H 6.567 4.604 -2.265
H 6.641 6.061 -1.231
H 7.649 3.957 -0.227
H 6.423 4.700 0.771
H 5.219 2.787 -1.094
H 5.041 2.927 0.657
H 7.639 1.773 -0.248
H 6.562 1.295 1.079
H 4.969 0.470 -0.840
H 6.444 0.457 -1.800
H 7.504 -1.173 -0.481
H 6.373 -0.901 0.859
H 6.064 -2.966 -0.923
H 5.146 -1.682 -1.727
H 4.246 -1.472 0.906
H 3.418 -2.155 -0.476
H 3.547 -4.303 0.337
H 5.225 -4.095 0.740
H 4.796 -3.180 2.825
H 3.770 -4.569 2.725
H 3.111 -1.650 2.914
H 2.353 -3.009 3.658
H 1.494 -1.627 1.287
H 1.686 -3.339 0.910
H 0.262 -2.951 3.457
H -0.136 -3.899 2.063
H -3.655 0.645 3.871
H -2.072 1.454 3.739
H -3.292 3.166 3.054
H -2.999 2.436 1.515
H -5.373 1.182 2.255
H -5.521 2.770 3.041
H -5.021 2.326 0.066
H -5.241 3.902 0.900
H -8.385 3.248 -0.489
H -7.379 1.921 -1.027
H -6.759 3.577 -1.073
H -3.679 0.411 0.624
H -3.422 -3.994 -4.294
H -3.302 -4.418 -2.617
H -5.589 -4.371 -3.647
H -5.178 -2.881 -1.026
H -5.095 -4.599 -1.288
H -6.623 -3.787 -1.524
H -6.843 -2.487 -3.941
H -4.837 -2.987 -5.642
H -4.374 -1.356 -5.179
H -5.940 -1.633 -5.872
H -6.645 -0.451 -3.030
H -4.956 -0.278 -3.416
H -5.451 -1.105 -1.946
C 3.439 7.999 -2.833
Cl 4.225 8.019 -1.253
Cl 3.657 9.544 -3.659
Cl 4.031 6.673 -3.833
H 2.379 7.851 -2.676
C 8.357 -3.739 3.669
Cl 9.400 -2.743 4.685
Cl 7.041 -4.434 4.615
Cl 7.737 -2.807 2.305
H 8.952 -4.553 3.277
C 2.961 6.706 2.707
Cl 2.118 6.403 1.189
Cl 4.559 5.960 2.695
Cl 3.081 8.437 3.022
H 2.387 6.257 3.506
C -9.605 -1.544 -0.322
Cl -11.019 -1.242 0.689
Cl -10.079 -1.688 -2.018
Cl -8.402 -0.274 -0.109
H -9.166 -2.483 -0.012